No. 1
Molecular formula: C42H94N4O7
Method: DFT, ωB97M-V/def2-TZVPD

```
! RIJCOSX wB97M-V def2-TZVPD def2/J DEFGRID3
* xyz 0 1
C 2.15 -0.41 -4.70
C 1.43 -1.76 -4.73
C -0.02 -1.62 -4.12
C 1.31 -2.13 -6.19
C 0.77 -3.52 -6.39
C 1.69 -4.55 -5.71
C 2.08 -4.24 -4.24
C 1.04 -4.94 -3.35
C 3.47 -4.78 -3.94
N 2.15 -2.77 -4.00
O 2.23 -2.47 -2.64
H 3.09 -0.45 -5.24
H 1.51 0.45 -4.90
H 2.48 -0.26 -3.66
H 0.05 -0.74 -3.47
H -0.81 -1.33 -4.82
H -0.37 -2.51 -3.61
H 0.82 -1.31 -6.72
H 2.34 -2.20 -6.55
H -0.22 -3.65 -5.93
H 0.67 -3.81 -7.44
H 2.62 -4.61 -6.30
H 1.25 -5.54 -5.79
H 1.24 -4.72 -2.30
H 1.00 -6.00 -3.62
H 0.03 -4.56 -3.54
H 4.24 -4.34 -4.57
H 3.55 -5.85 -4.15
H 3.75 -4.53 -2.92
H 3.09 -2.07 -2.46
C 1.79 2.33 3.67
C 1.75 1.22 4.74
C 1.42 -0.14 4.09
C 3.20 1.08 5.27
C 3.52 2.17 6.28
C 2.51 2.14 7.41
C 1.05 2.32 6.95
C 0.12 1.80 8.07
C 0.77 3.82 6.73
N 0.77 1.45 5.79
O -0.54 1.58 5.33
H 2.11 3.33 3.97
H 2.42 2.00 2.84
H 0.78 2.44 3.26
H 1.46 -0.99 4.76
H 0.41 -0.06 3.67
H 2.12 -0.33 3.27
H 3.43 0.16 5.82
H 3.95 1.16 4.47
H 4.52 2.11 6.72
H 3.51 3.12 5.74
H 2.77 2.95 8.10
H 2.53 1.22 7.99
H 0.25 2.42 8.97
H 0.34 0.78 8.38
H -0.91 1.88 7.74
H 1.14 4.14 5.76
H 1.30 4.44 7.46
H -0.29 4.05 6.76
H -0.59 2.46 4.90
C -6.14 3.33 -2.08
C -4.66 3.10 -1.66
C -4.17 4.41 -1.03
C -4.65 2.01 -0.55
C -4.89 0.60 -1.04
C -3.87 0.32 -2.14
C -3.81 1.33 -3.30
C -2.41 1.13 -3.92
C -4.95 1.08 -4.29
N -3.78 2.70 -2.74
O -3.72 3.64 -3.79
H -6.16 3.96 -2.97
H -6.71 2.40 -2.20
H -6.69 3.81 -1.27
H -4.23 5.16 -1.82
H -4.78 4.71 -0.18
H -3.10 4.34 -0.83
H -3.77 2.09 0.09
H -5.41 2.36 0.16
H -4.68 -0.04 -0.17
H -5.93 0.43 -1.33
H -4.08 -0.66 -2.60
H -2.90 0.17 -1.67
H -2.31 0.10 -4.26
H -1.61 1.26 -3.18
H -2.31 1.83 -4.74
H -5.04 1.77 -5.12
H -5.91 1.22 -3.77
H -5.00 0.04 -4.59
H -4.62 3.75 -4.16
C 0.19 -5.74 3.10
C 0.44 -4.23 2.91
C 0.78 -3.61 4.27
C 1.63 -4.00 1.98
C 1.28 -4.16 0.52
C 0.14 -3.19 0.19
C -1.14 -3.42 0.96
C -2.07 -2.20 0.75
C -1.85 -4.71 0.52
N -0.76 -3.54 2.40
O -1.88 -3.61 3.25
H 0.86 -6.20 3.82
H -0.84 -5.97 3.36
H 0.34 -6.20 2.12
H 1.66 -4.10 4.72
H 1.04 -2.55 4.33
H -0.03 -3.69 5.00
H 2.05 -3.00 2.11
H 2.41 -4.72 2.23
H 2.12 -3.94 -0.14
H 1.03 -5.20 0.29
H -0.09 -3.45 -0.86
H 0.38 -2.14 0.06
H -3.06 -2.49 1.12
H -2.18 -2.04 -0.32
H -1.77 -1.30 1.28
H -2.80 -4.86 1.04
H -1.26 -5.55 0.89
H -1.84 -4.74 -0.57
H -2.14 -2.68 3.35
C 4.62 3.97 0.70
C 3.79 4.54 -0.44
C 4.02 3.74 -1.72
O 2.39 4.48 -0.10
H 5.68 4.02 0.41
H 4.33 2.97 1.01
H 4.57 4.60 1.59
H 4.05 5.57 -0.69
H 3.39 4.17 -2.50
H 3.70 2.70 -1.65
H 5.05 3.79 -2.05
H 2.31 5.02 0.69
C 0.68 1.55 -1.70
C -0.40 2.27 -0.88
C -0.57 1.69 0.53
O -0.14 3.67 -0.81
H 0.32 0.59 -2.07
H 1.52 1.41 -1.02
H 1.01 2.23 -2.49
H -1.36 2.24 -1.41
H -0.70 0.61 0.51
H -1.46 2.14 0.98
H 0.27 1.96 1.17
H 0.81 3.80 -0.61
O -1.39 5.44 -2.81
H -0.88 4.87 -2.20
H -2.26 5.02 -2.87
*
```

Calculated values
- LUMO energy: 0.013 Eh
- ΔE to the lowest compared entry with this formula, charge and spin: 60.6 kcal/mol
- HOMO energy: -7.71 eV
- E_tot: -65366.3135 eV
- SMILES: CC1(C)CCCC(C)(C)N1O.CC1(C)CCCC(C)(C)N1O.CC1(C)CCCC(C)(C)N1O.CC1(C)CCCC(C)(C)N1O.CC(C)O.CC(C)O.O

No. 2
Molecular formula: C42H96F2N6O6S2
Method: DFT, ωB97M-V/def2-TZVPD

```
! RIJCOSX wB97M-V def2-TZVPD def2/J DEFGRID3
* xyz 4 1
N 1.26 -0.30 0.10
S -0.18 -0.76 0.34
O -0.82 -1.66 -0.57
O -1.00 0.10 1.14
F 0.21 -1.93 1.39
S 0.95 0.52 -1.39
O -0.34 1.17 -1.50
O 1.59 0.01 -2.62
F 1.95 1.81 -1.16
C 1.73 2.51 4.47
O 2.31 1.30 3.97
C 3.75 1.38 3.69
C 3.92 0.99 2.25
N 3.13 -0.27 1.95
H 2.44 -0.36 2.68
H 2.49 -0.02 1.20
C 4.00 -1.60 1.79
C 4.61 -2.01 3.13
O 3.62 -2.03 4.16
C 3.86 -2.80 5.35
H 2.40 2.95 5.20
H 0.71 2.50 4.85
H 1.68 3.17 3.60
H 4.28 0.84 4.48
H 4.08 2.42 3.70
H 4.91 0.81 1.82
H 3.46 1.80 1.68
H 4.76 -1.30 1.07
H 3.45 -2.37 1.25
H 5.49 -1.43 3.42
H 5.02 -3.02 3.09
H 3.97 -3.88 5.24
H 2.85 -2.61 5.70
H 4.61 -2.42 6.05
C -9.12 -2.44 -2.93
C -7.60 -2.28 -3.20
C -6.91 -1.14 -2.36
N -5.39 -0.97 -2.59
C -4.91 0.38 -2.01
C -3.42 0.67 -2.28
C -3.00 0.38 -3.76
C -3.52 -0.93 -4.34
C -5.04 -1.09 -4.10
C -4.77 -2.07 -1.75
H -9.31 -2.20 -1.88
H -9.39 -3.47 -3.15
H -9.65 -1.82 -3.66
H -7.54 -2.12 -4.28
H -7.19 -3.29 -3.13
H -7.02 -1.24 -1.28
H -7.32 -0.14 -2.44
H -5.54 1.21 -2.33
H -5.09 0.13 -0.97
H -3.08 1.65 -1.94
H -2.86 -0.03 -1.66
H -3.58 1.17 -4.24
H -1.93 0.49 -3.95
H -3.23 -1.03 -5.38
H -3.04 -1.73 -3.78
H -5.67 -0.37 -4.62
H -5.28 -2.13 -4.31
H -3.69 -2.00 -1.77
H -5.24 -2.97 -2.16
H -5.19 -2.15 -0.75
C 5.59 0.27 -1.70
C 5.51 0.72 -3.11
C 4.87 -0.37 -4.10
N 4.34 0.27 -5.48
C 3.98 -0.98 -6.45
C 3.90 -0.48 -7.97
C 5.20 0.21 -8.39
C 5.48 1.50 -7.53
C 5.64 1.01 -6.05
C 3.05 1.23 -5.30
H 4.60 0.55 -1.34
H 6.43 0.79 -1.23
H 5.64 -0.80 -1.54
H 6.48 0.98 -3.52
H 4.84 1.58 -3.16
H 4.04 -0.93 -3.66
H 5.70 -1.03 -4.36
H 4.90 -1.57 -6.36
H 3.20 -1.53 -5.92
H 3.80 -1.33 -8.65
H 2.99 0.09 -8.14
H 6.02 -0.50 -8.28
H 5.20 0.55 -9.42
H 6.41 1.99 -7.84
H 4.78 2.32 -7.67
H 6.46 0.30 -5.96
H 5.64 1.85 -5.34
H 2.89 1.71 -6.27
H 3.33 2.09 -4.69
H 2.23 0.58 -4.99
C 2.09 5.06 -0.87
C 1.25 5.11 0.44
C -0.25 5.23 0.16
N -0.99 5.68 1.50
C -2.52 5.84 1.15
C -3.19 4.51 0.72
C -2.88 3.44 1.73
C -1.39 3.31 2.15
C -0.84 4.68 2.65
C -0.48 7.06 2.09
H 2.01 6.05 -1.31
H 1.77 4.24 -1.51
H 3.16 5.04 -0.64
H 1.66 5.88 1.10
H 1.41 4.14 0.91
H -0.67 4.31 -0.26
H -0.46 6.04 -0.53
H -2.57 6.62 0.39
H -2.89 6.25 2.09
H -2.92 4.23 -0.30
H -4.25 4.76 0.68
H -2.99 2.45 1.29
H -3.42 3.51 2.67
H -0.79 2.96 1.31
H -1.28 2.55 2.93
H 0.19 4.61 2.99
H -1.44 5.08 3.47
H -1.26 7.25 2.83
H -0.36 7.75 1.26
H 0.49 6.94 2.57
C 0.45 -1.03 4.79
C -0.45 -2.24 5.25
C -0.58 -3.48 4.30
N -1.32 -4.71 4.99
C -2.81 -4.36 5.45
C -3.74 -4.18 4.14
C -3.59 -5.34 3.12
C -2.15 -5.71 2.78
C -1.40 -5.98 4.04
C -0.56 -5.22 6.21
H 1.52 -1.22 4.86
H 0.28 -0.08 5.31
H 0.16 -0.85 3.76
H -1.44 -1.81 5.40
H 0.01 -2.61 6.17
H 0.43 -3.85 4.08
H -1.27 -3.35 3.47
H -2.73 -3.41 5.98
H -3.07 -5.23 6.06
H -3.43 -3.28 3.60
H -4.79 -4.06 4.41
H -4.10 -5.07 2.20
H -4.12 -6.16 3.59
H -1.77 -4.84 2.25
H -2.06 -6.57 2.12
H -0.41 -6.43 3.92
H -1.94 -6.76 4.58
H -0.75 -4.40 6.91
H 0.50 -5.23 5.95
H -0.80 -6.23 6.53
*
```

Calculated values
- LUMO energy: -0.259 Eh
- ΔE to the lowest compared entry with this formula, charge and spin: 42.3 kcal/mol
- HOMO energy: -17.94 eV
- E_tot: -93403.7860 eV

No. 3
Molecular formula: C42H97N3O8
Method: DFT, ωB97M-V/def2-TZVPD

```
! RIJCOSX wB97M-V def2-TZVPD def2/J DEFGRID3
* xyz 0 1
C 3.67 -1.04 -1.77
C 2.25 -0.49 -1.39
C 1.25 -1.38 -2.21
C -0.20 -1.36 -1.82
C -0.36 -1.68 -0.33
C 0.53 -0.80 0.56
N 1.96 -0.68 0.03
O 2.86 0.06 0.85
C -0.19 0.65 0.81
C 0.35 -1.47 1.98
C 2.14 0.95 -1.85
H 3.72 -2.12 -1.73
H 4.55 -0.76 -1.19
H 3.97 -0.65 -2.75
H 1.33 -0.95 -3.21
H 1.66 -2.36 -2.46
H -0.81 -2.06 -2.38
H -0.64 -0.38 -1.96
H -0.21 -2.73 -0.05
H -1.41 -1.40 -0.22
H -1.20 0.69 1.21
H 0.43 1.30 1.43
H -0.33 1.11 -0.17
H 1.01 -2.33 1.93
H 0.58 -0.94 2.90
H -0.68 -1.80 2.15
H 2.74 1.23 -2.70
H 2.50 1.67 -1.11
H 1.08 1.21 -1.96
H 3.20 -0.55 1.50
C -6.40 -1.99 -1.62
C -5.59 -0.85 -1.00
C -4.76 -1.47 0.19
C -3.35 -2.06 -0.11
C -2.55 -0.97 -0.94
C -3.31 -0.54 -2.28
N -4.65 -0.08 -1.93
O -5.40 0.43 -3.06
C -2.52 0.63 -2.98
C -3.17 -1.81 -3.20
C -6.57 0.19 -0.36
H -6.87 -1.72 -2.57
H -7.29 -2.19 -1.03
H -5.76 -2.83 -1.85
H -4.75 -0.79 1.05
H -5.23 -2.39 0.56
H -3.44 -2.94 -0.75
H -2.72 -2.39 0.72
H -1.57 -1.39 -1.16
H -2.31 -0.04 -0.41
H -2.42 1.59 -2.47
H -1.47 0.37 -3.12
H -3.03 0.90 -3.90
H -3.35 -1.56 -4.25
H -2.21 -2.31 -3.25
H -3.93 -2.58 -3.04
H -7.15 0.63 -1.17
H -6.04 1.01 0.12
H -7.14 -0.32 0.41
H -5.76 1.18 -2.57
C -4.06 1.79 -0.40
C -2.64 2.10 0.08
C -1.48 1.87 -0.91
C -1.53 2.90 -2.09
C -1.49 4.38 -1.52
C -2.40 4.69 -0.38
N -2.45 3.46 0.60
O -3.19 3.74 1.80
C -1.74 5.85 0.43
C -3.80 5.19 -0.85
C -2.33 1.10 1.13
H -3.94 0.77 -0.77
H -4.20 2.51 -1.20
H -4.84 1.84 0.35
H -0.51 2.05 -0.44
H -1.40 0.83 -1.23
H -2.45 2.78 -2.67
H -0.68 2.84 -2.77
H -1.89 4.85 -2.42
H -0.47 4.72 -1.35
H -0.66 5.75 0.54
H -1.85 6.76 -0.16
H -2.19 6.11 1.39
H -4.22 4.59 -1.67
H -4.52 5.13 -0.03
H -3.77 6.17 -1.32
H -3.15 1.25 1.84
H -1.46 1.35 1.74
H -2.40 0.07 0.77
H -2.43 3.88 2.36
C 2.82 -3.55 2.47
C 3.65 -2.35 1.90
C 3.87 -2.40 0.46
O 3.14 -1.18 2.45
H 2.98 -3.43 3.54
H 3.21 -4.46 2.00
H 1.74 -3.64 2.34
H 4.67 -2.40 2.27
H 4.30 -3.33 0.08
H 4.65 -1.71 0.11
H 3.02 -2.22 -0.20
H 2.97 -1.41 3.37
C -0.50 -1.77 3.68
C 0.83 -2.39 3.99
C 1.58 -1.81 5.13
O 0.70 -3.78 4.27
H -1.19 -1.61 4.51
H -1.05 -2.33 2.93
H -0.29 -0.81 3.22
H 1.35 -2.44 3.04
H 1.40 -0.73 5.18
H 2.63 -1.92 4.87
H 1.19 -2.16 6.09
H 0.07 -3.93 4.98
C 1.71 5.57 -0.17
C 2.67 4.82 0.86
C 2.27 3.38 0.84
O 3.98 4.93 0.38
H 0.69 5.23 -0.06
H 1.95 5.30 -1.20
H 1.78 6.65 -0.07
H 2.75 5.19 1.88
H 2.40 2.80 -0.07
H 1.33 3.18 1.36
H 2.91 2.84 1.55
H 4.15 4.40 -0.41
C 3.08 -5.70 0.05
C 1.54 -5.30 -0.32
C 1.08 -3.96 0.08
O 1.39 -5.35 -1.68
H 3.23 -5.49 1.11
H 3.77 -5.14 -0.59
H 3.11 -6.77 -0.18
H 0.84 -6.10 -0.08
H 0.21 -3.53 -0.43
H 1.91 -3.29 -0.12
H 0.90 -3.90 1.15
H 0.88 -4.61 -2.02
C 6.49 -0.56 -0.98
C 5.60 0.73 -0.63
C 5.40 0.91 0.86
O 6.33 1.85 -1.17
H 6.10 -1.48 -0.55
H 7.49 -0.43 -0.55
H 6.57 -0.81 -2.04
H 4.76 0.81 -1.31
H 4.74 0.16 1.31
H 4.94 1.88 1.02
H 6.42 1.01 1.21
H 5.97 2.59 -0.66
*
```

Calculated values
- LUMO energy: 0.012 Eh
- ΔE to the lowest compared entry with this formula, charge and spin: 918.0 kcal/mol
- HOMO energy: -6.92 eV
- E_tot: -65933.3847 eV

- Which of these has the highest HOMO energy?
  C42H97N3O8